# 1
DFT (ωB97M-V/def2-TZVPD) results for a structure of composition C20H22I2N2NiO2SSi.

CARTESIAN COORDINATES (ANGSTROEM)
Ni  0.26  0.76  -0.35
C  -0.77  -5.49  2.54
Si  -1.09  -3.64  2.49
C  -0.16  -2.82  3.89
C  -2.92  -3.34  2.67
C  -0.49  -3.04  0.81
C  -0.13  -3.93  -0.19
C  0.36  -3.50  -1.42
C  0.48  -2.15  -1.63
N  0.12  -1.26  -0.70
C  -0.36  -1.66  0.50
S  -0.71  -0.32  1.55
H  -0.88  -5.85  3.57
H  0.25  -5.73  2.21
H  -1.47  -6.04  1.91
H  -0.11  -3.50  4.75
H  -0.66  -1.90  4.19
H  0.86  -2.56  3.60
H  -3.26  -3.72  3.64
H  -3.50  -3.83  1.89
H  -3.13  -2.26  2.63
H  -0.23  -5.00  -0.01
H  0.65  -4.21  -2.19
H  0.88  -1.75  -2.56
I  2.20  2.75  -4.71
C  2.35  3.39  -2.73
C  2.98  4.62  -2.44
C  3.09  5.06  -1.15
I  4.05  6.89  -0.80
C  2.55  4.30  -0.08
C  2.59  4.65  1.29
C  2.01  3.84  2.23
C  1.36  2.67  1.81
N  1.31  2.31  0.55
C  1.91  3.09  -0.40
C  1.82  2.57  -1.74
O  1.28  1.41  -1.95
H  3.38  5.21  -3.25
H  3.08  5.57  1.59
H  2.04  4.09  3.28
H  0.86  2.01  2.52
C  -3.27  2.05  -2.58
C  -2.00  1.33  -2.25
C  -1.42  0.39  -3.26
O  -1.49  1.49  -1.15
H  -3.16  2.57  -3.54
H  -3.53  2.75  -1.79
H  -4.07  1.31  -2.70
H  -1.95  -0.57  -3.16
H  -0.36  0.25  -3.09
H  -1.60  0.76  -4.28

## Properties
E_tot in hartree: -3826.81285
E_HOMO (alpha / beta) in Eh: -0.277 / -0.277
2S+1: 3
HOMO-LUMO gap (alpha / beta) in eV: 7.48 / 7.25

# 2
DFT (ωB97M-V/def2-TZVPD) results for a structure of composition C20H22IrN2O3 at a distorted geometry.

CARTESIAN COORDINATES (ANGSTROEM)
C  -1.66  0.72  2.46
C  -1.65  -0.69  2.33
H  -0.62  1.05  2.22
H  -2.03  0.87  3.50
H  -2.39  0.91  1.67
H  -1.63  -1.13  1.24
H  -0.71  -1.09  2.73
H  -2.53  -1.12  2.74
C  -0.11  2.32  -1.55
C  0.34  3.19  -2.55
C  0.62  2.68  -3.82
C  0.44  1.33  -4.04
H  -0.33  2.66  -0.53
H  0.47  4.25  -2.32
H  0.99  3.34  -4.61
H  0.62  0.87  -4.99
N  -0.25  0.99  -1.80
C  0.04  0.48  -3.02
C  -0.09  -0.94  -3.09
N  -0.47  -1.53  -1.94
C  -0.65  -2.86  -1.75
C  0.02  -3.16  -4.03
C  -0.38  -3.71  -2.81
H  -0.98  -3.15  -0.75
H  -0.49  -4.78  -2.64
C  0.13  -1.79  -4.15
H  0.41  -1.32  -5.07
H  0.24  -3.84  -4.86
Ir  -1.01  -0.33  -0.59
C  -2.89  -0.09  -0.71
H  -3.27  -1.07  -1.04
H  -3.13  0.64  -1.49
H  -3.42  0.18  0.20
O  2.50  2.56  2.48
C  2.15  1.39  3.04
C  2.02  1.31  4.45
C  1.61  0.13  5.05
C  1.35  -1.00  4.26
C  1.53  -0.94  2.88
C  1.84  0.25  2.23
C  1.66  0.45  0.76
O  2.16  1.48  0.21
O  1.00  -0.46  0.10
H  2.49  2.35  1.48
H  2.26  2.20  5.04
H  1.51  0.09  6.13
H  0.99  -1.91  4.73
H  1.30  -1.79  2.24

## Properties
E_tot in hartree: -1214.06970
Charge: +2
E_HOMO (alpha / beta) in Eh: -0.482 / -0.574
2S+1: 6
HOMO-LUMO gap (alpha / beta) in eV: 6.19 / 5.99

# 3
DFT (ωB97M-V/def2-TZVPD) results for an isolated molecule of C20H22N2 at a distorted geometry.

CARTESIAN COORDINATES (ANGSTROEM)
N  1.99  -0.55  -0.59
C  0.84  0.09  -0.60
C  -0.14  3.18  -3.49
C  -4.10  -1.21  -0.50
C  0.92  2.29  -3.75
C  -0.79  3.08  -2.28
C  -3.85  -0.15  0.38
C  -3.03  -1.95  -1.05
C  1.26  1.27  -2.81
C  -0.48  2.10  -1.35
C  -2.55  0.15  0.74
C  -1.72  -1.61  -0.68
C  0.55  1.13  -1.61
C  -1.47  -0.59  0.23
N  0.79  -1.20  1.38
C  3.29  -1.26  1.36
C  1.97  -2.94  0.05
C  1.22  1.36  2.12
C  -0.44  -0.16  3.29
C  -0.03  -0.26  0.60
C  2.01  -1.48  0.56
C  0.48  0.04  2.09
H  -0.39  3.98  -4.15
H  -5.10  -1.44  -0.83
H  1.51  2.36  -4.69
H  -1.63  3.75  -2.07
H  -4.68  0.36  0.86
H  -3.23  -2.80  -1.71
H  2.10  0.64  -3.04
H  -1.03  2.09  -0.43
H  -2.39  0.96  1.44
H  -0.87  -2.16  -1.09
H  3.50  -0.22  1.58
H  3.19  -1.78  2.31
H  4.16  -1.64  0.81
H  1.01  -3.13  -0.47
H  2.10  -3.67  0.85
H  2.76  -3.11  -0.68
H  0.56  2.18  2.01
H  1.78  1.44  3.05
H  1.99  1.47  1.37
H  0.14  -0.33  4.21
H  -1.13  -1.01  3.16
H  -1.09  0.71  3.43

## Properties
E_tot in hartree: -884.78342
Energy above the lowest of the compared OMol25 structures with the same formula, charge and spin in kJ/mol: 121.1
SMILES: CC1(C)N=C(c2ccccc2)[C@@]2(c3ccccc3)N1C2(C)C
E_HOMO in Eh: -0.318
HOMO-LUMO gap in eV: 9.05

# 4
DFT (ωB97M-V/def2-TZVPD) results for an isolated molecule of C20H22N2O at a distorted geometry.

CARTESIAN COORDINATES (ANGSTROEM)
O  0.89  -0.68  -2.73
N  0.98  -1.87  -0.82
C  1.53  -1.09  -1.80
C  0.13  -1.29  0.00
C  -3.55  1.76  -2.08
C  3.28  2.83  0.16
C  -3.03  0.54  -2.40
C  -2.97  2.48  -1.00
C  2.26  2.92  -0.79
C  3.16  1.87  1.13
C  -2.01  -0.01  -1.61
C  -1.94  1.98  -0.25
C  1.15  2.09  -0.77
C  2.01  1.01  1.19
C  -1.42  0.72  -0.58
C  0.95  1.15  0.27
N  -0.46  -2.21  0.89
C  3.03  -1.00  -1.91
C  -0.60  -3.65  0.55
C  -0.95  -2.06  3.25
C  -0.27  0.18  0.31
C  -0.83  -0.02  1.77
C  -1.26  -1.51  1.87
H  -4.40  2.20  -2.62
H  4.16  3.44  0.07
H  -3.50  -0.06  -3.16
H  -3.35  3.46  -0.80
H  2.32  3.65  -1.58
H  3.97  1.73  1.82
H  -1.66  -1.03  -1.77
H  -1.55  2.51  0.61
H  0.38  2.18  -1.55
H  2.00  0.20  1.91
H  3.28  0.02  -2.15
H  3.51  -1.31  -0.96
H  3.36  -1.62  -2.73
H  0.35  -4.22  0.65
H  -1.35  -4.14  1.22
H  -0.97  -3.77  -0.47
H  -0.93  -3.17  3.21
H  0.06  -1.75  3.60
H  -1.67  -1.71  3.98
H  -1.66  0.65  1.92
H  -0.10  0.21  2.54
H  -2.35  -1.63  1.63

## Properties
E_tot in hartree: -960.06482
Energy above the lowest of the compared OMol25 structures with the same formula, charge and spin in kJ/mol: 137.9
SMILES: CC(=O)/N=C1/N(C)[C@@H](C)CC1(c1ccccc1)c1ccccc1
E_HOMO in Eh: -0.315
HOMO-LUMO gap in eV: 9.36

# 5
DFT (ωB97M-V/def2-TZVPD) results for the ion C20H22N3O4 with charge -1 at a distorted geometry.

CARTESIAN COORDINATES (ANGSTROEM)
C  -6.22  -1.15  -2.45
C  -4.72  -1.27  -2.43
C  -4.08  -2.53  -2.45
C  -2.71  -2.67  -2.25
C  -1.96  -1.52  -1.91
O  -0.66  -1.51  -1.53
C  -2.50  -0.26  -2.21
C  -3.88  -0.14  -2.40
H  -6.51  -0.10  -2.44
H  -6.63  -1.62  -3.33
H  -6.64  -1.63  -1.58
H  -4.73  -3.42  -2.61
H  -2.23  -3.65  -2.34
H  -1.84  0.60  -2.21
H  -4.32  0.86  -2.52
C  3.15  -4.59  -2.84
C  2.94  -3.22  -2.23
O  1.72  -3.29  -1.47
C  1.44  -2.12  -0.88
C  0.00  -2.05  -0.29
C  -0.12  -1.12  0.88
C  -1.07  -1.46  2.01
N  0.74  -0.16  0.93
N  0.92  0.53  2.04
C  1.31  1.86  1.68
N  1.70  2.46  2.85
C  2.14  3.77  3.03
C  2.69  4.18  4.28
C  3.18  5.48  4.43
C  3.12  6.38  3.35
C  2.55  5.98  2.13
C  2.07  4.69  1.97
O  1.28  2.37  0.56
O  2.31  -1.26  -0.78
H  3.95  -4.57  -3.59
H  3.45  -5.32  -2.08
H  2.26  -4.99  -3.33
H  3.79  -2.94  -1.62
H  2.83  -2.47  -3.04
H  -0.42  -3.07  -0.07
H  -1.28  -2.55  2.09
H  -0.70  -1.10  3.00
H  -2.00  -0.93  1.79
H  1.70  1.81  3.63
H  2.73  3.47  5.11
H  3.61  5.79  5.38
H  3.51  7.38  3.47
H  2.47  6.68  1.29
H  1.65  4.36  1.02

## Properties
E_tot in hartree: -1240.53699
Energy above the lowest of the compared OMol25 structures with the same formula, charge and spin in kJ/mol: 190.1
Charge: -1
SMILES: CCOC(=O)[C@H](Oc1ccc(C)cc1)/C(C)=N/N=C(\[O-])Nc1ccccc1
E_HOMO in Eh: -0.114
HOMO-LUMO gap in eV: 5.93

# 6
DFT (ωB97M-V/def2-TZVPD) results for an isolated molecule of C20H22N4O2 at a distorted geometry.

CARTESIAN COORDINATES (ANGSTROEM)
O  -0.21  -4.54  -5.07
N  2.20  0.78  -0.43
O  1.16  -5.36  -3.41
C  0.07  -4.72  -3.91
C  1.32  1.14  0.49
C  -2.26  -3.90  -3.31
C  3.40  0.81  0.20
C  -1.09  2.01  1.08
C  3.40  1.24  1.55
C  -0.21  1.18  0.33
C  -0.90  -4.12  -2.93
C  -0.89  5.48  2.48
C  0.24  5.34  3.32
C  -1.35  4.37  1.78
C  0.87  4.13  3.50
C  -0.63  3.10  1.90
C  0.49  3.01  2.80
N  2.00  1.39  1.69
N  -0.93  0.25  -0.50
N  -0.73  -2.52  -1.17
C  -0.42  -3.95  -1.50
C  1.28  1.69  2.89
C  -0.46  -0.05  -1.87
C  -1.85  -0.84  0.21
C  0.16  -1.44  -1.77
C  -1.21  -2.20  0.22
H  1.66  -5.53  -4.16
H  -2.64  -4.05  -4.40
H  -2.91  -3.22  -2.77
H  4.33  0.73  -0.35
H  -2.14  2.03  0.72
H  4.26  1.41  2.18
H  -1.40  6.35  2.33
H  0.58  6.26  3.81
H  -2.26  4.48  1.19
H  1.75  4.07  4.22
H  0.65  -4.02  -1.42
H  -0.99  -4.42  -0.65
H  0.55  0.87  3.27
H  2.01  1.73  3.69
H  -1.36  -0.24  -2.59
H  0.22  0.75  -2.16
H  -2.79  -0.80  -0.21
H  -1.98  -0.43  1.17
H  1.08  -1.47  -1.17
H  0.36  -1.78  -2.80
H  -0.45  -2.12  0.97
H  -1.99  -2.88  0.56

## Properties
E_tot in hartree: -1144.67688
Energy above the lowest of the compared OMol25 structures with the same formula, charge and spin in kJ/mol: 552.0
SMILES: C=C(CN1CCN(C2=Cc3ccccc3Cn3ccnc32)CC1)C(=O)O
E_HOMO in Eh: -0.275
HOMO-LUMO gap in eV: 7.70

# 7
DFT (ωB97M-V/def2-TZVPD) results for a structure of composition C20H22N4O2 at a distorted geometry.

CARTESIAN COORDINATES (ANGSTROEM)
C  4.69  -0.91  6.11
C  3.73  -1.03  4.85
C  2.87  -2.20  4.74
C  2.07  -2.28  3.81
C  2.19  -1.21  2.78
C  2.91  -0.25  2.96
C  3.72  -0.09  4.13
H  4.55  0.67  3.89
H  2.99  0.38  2.04
N  1.14  -1.50  1.72
C  0.34  -0.74  1.27
O  0.45  0.45  1.74
C  -0.41  -0.89  0.12
N  -0.48  -0.39  -1.12
C  -0.51  1.15  -1.01
H  0.02  1.50  -0.07
C  -0.39  1.97  -2.23
N  -1.28  1.32  -3.22
C  -2.43  1.91  -3.73
N  -2.60  3.12  -2.97
C  -3.47  3.92  -3.34
C  -4.68  3.37  -3.99
C  -4.57  2.13  -4.70
C  -3.52  1.37  -4.30
H  -3.16  0.34  -5.07
H  -5.34  1.88  -5.42
H  -5.44  4.32  -4.28
H  -3.60  4.77  -2.96
C  -1.14  -0.14  -3.29
H  -1.84  -0.50  -4.16
C  -1.36  -0.91  -2.16
H  -1.14  -1.87  -2.24
H  -2.46  -0.63  -1.80
H  -0.02  -0.23  -3.68
H  -0.49  2.93  -2.15
H  0.59  1.43  -2.68
H  -1.52  1.38  -0.74
C  -0.22  -2.54  0.10
C  0.96  -2.80  1.08
O  1.49  -3.96  1.43
H  -0.95  -3.17  0.02
H  0.42  -2.73  -0.77
H  -1.51  -1.07  0.64
H  1.44  -3.07  3.93
H  3.08  -3.00  5.71
H  5.72  -1.05  5.66
H  4.72  0.24  6.44
H  4.44  -1.39  6.90

## Properties
E_tot in hartree: -1144.28036
Energy above the lowest of the compared OMol25 structures with the same formula, charge and spin in kJ/mol: 1593.0
E_HOMO in Eh: -0.288
HOMO-LUMO gap in eV: 8.48

# 8
DFT (ωB97M-V/def2-TZVPD) results for an isolated molecule of C20H22O5.

CARTESIAN COORDINATES (ANGSTROEM)
C  -1.70  -3.37  -1.08
C  -3.19  -3.13  -0.88
C  -3.46  -2.04  0.16
H  -4.54  -1.91  0.32
H  -2.97  -2.29  1.11
O  -2.97  -0.78  -0.29
C  -1.87  -0.29  0.28
O  -1.27  -0.82  1.18
C  -1.48  1.02  -0.36
H  -1.31  0.85  -1.43
C  -0.24  1.66  0.28
C  0.91  1.78  -0.69
O  0.82  1.73  -1.89
O  2.06  1.97  -0.03
C  3.26  2.05  -0.78
H  3.70  3.04  -0.63
C  4.26  0.99  -0.34
O  5.44  1.26  -0.29
C  3.71  -0.32  0.04
C  4.32  -1.01  1.08
C  3.82  -2.23  1.50
C  2.72  -2.78  0.86
C  2.13  -2.12  -0.20
C  2.62  -0.89  -0.62
H  2.16  -0.40  -1.46
H  1.28  -2.56  -0.71
H  2.32  -3.73  1.18
H  4.28  -2.76  2.32
H  5.17  -0.57  1.57
H  3.03  1.92  -1.85
H  0.10  1.09  1.15
C  -0.76  3.06  0.71
C  -1.73  2.79  1.83
C  -2.81  2.23  1.29
H  -3.68  1.85  1.79
C  -2.57  2.12  -0.19
H  -3.45  1.96  -0.81
C  -1.73  3.37  -0.44
H  -1.25  3.39  -1.42
H  -2.29  4.29  -0.28
H  -1.52  2.97  2.86
H  0.03  3.78  0.92
H  -3.65  -2.83  -1.83
H  -3.68  -4.04  -0.54
H  -1.23  -3.63  -0.13
H  -1.54  -4.18  -1.78
H  -1.22  -2.48  -1.47

## Properties
E_tot in hartree: -1151.52442
Energy above the lowest of the compared OMol25 structures with the same formula, charge and spin in kJ/mol: 0.0
SMILES: CCCOC(=O)[C@@H]1[C@@H](C(=O)OCC(=O)c2ccccc2)[C@@H]2C=C[C@H]1C2
E_HOMO in Eh: -0.349
HOMO-LUMO gap in eV: 9.88

# 9
DFT (ωB97M-V/def2-TZVPD) results for a structure of composition C20H23AsCrO14P4S.

CARTESIAN COORDINATES (ANGSTROEM)
Cr  1.49  -0.06  -1.05
C  3.05  -4.66  -2.64
C  2.73  -3.47  -1.77
O  2.93  -3.78  -0.39
P  3.85  -2.04  -2.02
O  5.27  -2.57  -1.56
O  4.13  -1.65  -3.50
O  3.36  -0.90  -1.16
P  1.08  -2.73  -2.06
O  0.05  -3.93  -2.30
O  1.26  -1.89  -3.28
O  0.74  -2.01  -0.77
H  4.09  -4.96  -2.53
H  2.86  -4.42  -3.69
H  2.41  -5.50  -2.34
H  2.37  -3.18  0.13
H  5.23  -2.88  -0.64
H  3.57  -0.87  -3.72
H  -0.71  -3.83  -1.71
O  2.49  0.66  -3.70
P  2.14  2.09  -2.96
O  2.95  3.17  -3.53
O  2.23  1.71  -1.47
O  0.59  2.25  -3.32
P  -0.58  1.12  -3.12
O  -0.28  0.06  -4.28
O  -1.89  1.73  -3.25
O  -0.21  0.38  -1.80
H  2.17  0.70  -4.61
H  0.27  -0.69  -3.94
S  2.21  -0.06  1.18
C  1.29  0.78  2.45
C  2.09  1.42  3.40
C  1.53  2.00  4.53
C  0.16  1.96  4.72
C  -0.64  1.36  3.76
C  -0.10  0.77  2.62
As  -1.23  0.03  1.19
C  -1.72  1.79  0.46
C  -2.99  2.03  -0.05
C  -3.30  3.25  -0.65
C  -2.33  4.23  -0.77
C  -1.05  3.99  -0.29
C  -0.75  2.78  0.33
C  -2.83  -0.34  2.25
C  -3.03  -1.69  2.58
C  -4.13  -2.10  3.31
C  -5.08  -1.16  3.72
C  -4.90  0.18  3.39
C  -3.79  0.58  2.67
H  3.16  1.45  3.24
H  2.17  2.49  5.25
H  -0.29  2.40  5.60
H  -1.71  1.34  3.92
H  -3.75  1.25  -0.02
H  -4.29  3.41  -1.05
H  -2.55  5.16  -1.26
H  -0.27  4.73  -0.41
H  0.26  2.61  0.69
H  -2.29  -2.42  2.26
H  -4.26  -3.14  3.56
H  -5.95  -1.48  4.27
H  -5.63  0.91  3.71
H  -3.66  1.63  2.42

## Properties
E_tot in hartree: -6873.87813
Energy above the lowest of the compared OMol25 structures with the same formula, charge and spin in kJ/mol: 18.5
Charge: -1
E_HOMO (alpha / beta) in Eh: -0.198 / -0.203
2S+1: 4
HOMO-LUMO gap (alpha / beta) in eV: 6.99 / 7.82

# 10
DFT (ωB97M-V/def2-TZVPD) results for an isolated molecule of C20H23Br2N3O at a distorted geometry.

CARTESIAN COORDINATES (ANGSTROEM)
C  6.03  -2.91  -1.95
C  4.75  -2.13  -2.02
C  4.78  -0.75  -2.20
C  3.62  0.01  -2.29
C  2.39  -0.64  -2.19
C  2.35  -2.02  -2.02
C  3.52  -2.75  -1.93
H  3.47  -3.83  -1.80
H  1.39  -2.50  -1.95
C  1.09  0.12  -2.28
N  0.04  -0.52  -1.49
C  0.29  -0.38  -0.07
H  1.30  -0.73  0.15
C  -0.73  -1.23  0.70
N  -2.07  -0.81  0.36
N  -2.82  0.02  1.03
C  -2.61  0.42  2.23
C  -3.58  1.27  2.87
C  -4.75  1.66  2.22
C  -5.67  2.48  2.85
C  -5.46  2.94  4.14
C  -4.30  2.55  4.78
C  -3.35  1.73  4.19
O  -2.21  1.35  4.82
H  -2.19  1.73  5.71
Br  -3.98  3.17  6.57
H  -6.17  3.58  4.63
Br  -7.25  3.00  1.93
H  -4.92  1.31  1.22
H  -1.74  0.16  2.83
C  -2.32  -0.87  -1.06
H  -3.33  -0.49  -1.25
C  -1.28  -0.03  -1.82
H  -1.44  -0.14  -2.89
H  -1.41  1.03  -1.55
H  -2.25  -1.91  -1.38
H  -0.56  -1.15  1.77
H  -0.62  -2.27  0.40
H  0.21  0.67  0.26
H  1.23  1.17  -1.98
H  0.76  0.12  -3.33
C  3.72  1.49  -2.50
H  3.31  2.03  -1.65
H  3.17  1.79  -3.39
H  4.76  1.78  -2.62
H  5.74  -0.26  -2.28
H  5.85  -3.92  -1.60
H  6.50  -2.96  -2.93
H  6.74  -2.43  -1.27

## Properties
E_tot in hartree: -6163.42687
Energy above the lowest of the compared OMol25 structures with the same formula, charge and spin in kJ/mol: 0.0
SMILES: Cc1ccc(CN2CCN(/N=C/c3cc(Br)cc(Br)c3O)CC2)c(C)c1
E_HOMO in Eh: -0.279
HOMO-LUMO gap in eV: 8.11